No. 1
Formula: C47H103N5O2
Source: the Open Molecules 2025 dataset
Level of theory: wB97M-V/def2-TZVPD

Positions of all 157 atoms, in Å:
C: 1.344 0.138 3.179
C: 1.984 -0.559 1.938
C: 2.768 -1.951 2.133
N: 2.582 -2.999 1.008
C: 3.258 -2.507 -0.316
C: 3.261 -3.594 -1.398
C: 1.761 -3.814 -1.708
C: 0.841 -4.201 -0.516
C: 1.055 -3.377 0.741
C: 3.233 -4.323 1.443
H: 0.439 0.695 2.938
H: 1.939 0.943 3.610
H: 1.145 -0.492 4.047
H: 2.868 -0.024 1.590
H: 1.220 -0.685 1.171
H: 2.411 -2.370 3.075
H: 3.842 -1.778 2.204
H: 2.724 -1.593 -0.574
H: 4.251 -2.202 0.015
H: 3.880 -3.131 -2.167
H: 3.916 -4.451 -1.241
H: 1.306 -3.038 -2.324
H: 1.594 -4.591 -2.454
H: -0.217 -4.308 -0.755
H: 1.088 -5.167 -0.075
H: 0.529 -2.433 0.597
H: 0.749 -3.850 1.674
H: 2.791 -4.472 2.428
H: 4.310 -4.165 1.504
H: 2.962 -5.093 0.721
C: -5.984 -2.608 -0.115
C: -4.816 -3.100 0.783
C: -5.054 -2.550 2.277
N: -4.067 -3.096 3.346
C: -2.621 -2.813 2.886
C: -2.208 -1.263 3.167
C: -2.403 -0.786 4.618
C: -3.840 -1.171 5.008
C: -4.255 -2.643 4.781
C: -4.073 -4.651 3.296
H: -5.842 -2.992 -1.126
H: -6.016 -1.520 -0.161
H: -6.916 -3.048 0.240
H: -3.874 -2.636 0.489
H: -4.690 -4.183 0.761
H: -5.985 -3.030 2.582
H: -5.089 -1.463 2.346
H: -2.523 -3.206 1.874
H: -1.870 -3.350 3.465
H: -2.527 -0.605 2.359
H: -1.139 -1.177 2.971
H: -2.301 0.296 4.699
H: -1.546 -1.272 5.085
H: -4.650 -0.533 4.654
H: -3.899 -0.962 6.076
H: -5.262 -2.943 5.069
H: -3.595 -3.399 5.207
H: -3.745 -5.003 2.318
H: -5.082 -5.036 3.448
H: -3.311 -5.011 3.986
C: -1.359 2.583 2.578
C: -0.333 3.351 3.496
C: -0.875 4.350 4.542
N: 0.246 5.077 5.445
C: 0.950 6.290 4.779
C: 1.838 7.087 5.700
C: 0.946 7.734 6.732
C: 0.137 6.723 7.501
C: -0.621 5.711 6.621
C: 1.243 3.986 5.864
H: -0.916 1.996 1.774
H: -2.031 3.333 2.162
H: -2.074 1.984 3.142
H: 0.440 3.810 2.880
H: 0.330 2.624 3.966
H: -1.588 3.751 5.109
H: -1.454 5.130 4.047
H: 0.191 6.995 4.439
H: 1.548 5.877 3.967
H: 2.329 7.859 5.109
H: 2.720 6.611 6.129
H: 0.393 8.548 6.264
H: 1.506 8.269 7.498
H: -0.505 7.261 8.198
H: 0.739 6.169 8.221
H: -1.427 6.234 6.106
H: -1.087 4.874 7.141
H: 1.949 4.459 6.547
H: 1.870 3.617 5.052
H: 0.690 3.244 6.440
C: 2.029 2.934 0.721
C: 2.762 2.111 -0.444
C: 2.594 2.783 -1.819
N: 3.581 2.190 -2.919
C: 3.414 3.095 -4.167
C: 4.096 2.384 -5.394
C: 3.563 1.033 -5.539
C: 3.672 0.088 -4.313
C: 3.152 0.735 -3.074
C: 5.024 2.198 -2.417
H: 0.944 3.027 0.692
H: 2.360 3.966 0.604
H: 2.281 2.592 1.725
H: 2.421 1.085 -0.581
H: 3.812 1.981 -0.181
H: 3.111 3.736 -1.700
H: 1.612 2.913 -2.274
H: 2.328 3.189 -4.191
H: 3.904 4.053 -3.993
H: 4.036 3.008 -6.286
H: 5.166 2.404 -5.187
H: 2.556 1.051 -5.956
H: 4.087 0.575 -6.378
H: 3.351 -0.947 -4.431
H: 4.710 -0.187 -4.123
H: 2.068 0.811 -3.163
H: 3.467 0.218 -2.167
H: 5.234 1.223 -1.978
H: 5.249 2.991 -1.704
H: 5.605 2.325 -3.331
C: -3.893 -2.722 -3.290
C: -2.509 -2.770 -3.750
C: -2.426 -1.685 -4.871
N: -1.079 -1.637 -5.631
C: -0.519 -3.031 -6.033
C: -1.202 -3.661 -7.236
C: -1.262 -2.800 -8.458
C: -1.879 -1.412 -8.075
C: -1.231 -0.707 -6.877
C: -0.096 -0.883 -4.742
H: -3.916 -1.749 -2.800
H: -4.071 -3.585 -2.649
H: -4.688 -2.681 -4.035
H: -2.381 -3.772 -4.159
H: -1.854 -2.791 -2.879
H: -2.648 -0.667 -4.550
H: -3.136 -1.889 -5.672
H: -0.331 -3.555 -5.096
H: 0.565 -2.923 -6.076
H: -2.221 -3.989 -7.027
H: -0.725 -4.573 -7.594
H: -1.740 -3.312 -9.293
H: -0.266 -2.478 -8.765
H: -2.911 -1.680 -7.847
H: -1.793 -0.748 -8.935
H: -1.906 0.050 -6.478
H: -0.280 -0.282 -7.199
H: 0.922 -0.715 -5.093
H: 0.008 -1.316 -3.747
H: -0.616 0.063 -4.593
C: -0.797 1.139 -1.484
C: -0.407 -0.242 -0.952
O: 0.630 -0.548 -1.546
O: -1.168 -0.847 -0.166
H: -1.478 1.544 -0.735
H: -1.368 1.070 -2.410
H: 0.037 1.829 -1.616

Calculated values
Kohn-Sham gap (spin up / spin down): 10.568 / 5.340 eV
Relative energy (zero: lowest compared OMol25 entry of this formula, charge and spin): 74.9 kJ/mol
Charge: +5
Multiplicity: 2

Results of the Mulliken charge analysis, in e, for atoms 1 through 99: -1.709 1.278 -1.298 0.212 -0.267 -1.280 0.590 -1.216 0.639 -1.002 -0.262 0.790 0.506 0.403 -0.706 0.356 0.440 -0.032 0.622 0.514 0.444 -0.764 0.672 0.494 0.551 -0.917 0.619 0.429 0.346 0.489 -1.317 0.266 -0.641 0.074 -1.620 0.896 -0.405 -1.094 -0.573 -1.008 0.284 0.346 0.434 -0.093 0.231 0.472 0.437 0.714 0.499 0.295 -0.873 0.204 0.454 0.387 0.553 0.452 0.405 0.401 0.398 0.435 -1.175 0.272 -0.824 0.206 -0.473 -0.595 -0.731 -0.697 -0.721 -0.948 -0.031 0.635 0.191 0.291 -0.045 0.359 0.393 0.356 0.301 0.376 0.309 0.318 0.375 0.416 0.367 0.422 0.482 0.492 0.286 0.336 -1.473 0.340 -0.816 -0.074 -0.424 -0.771 -0.480 -1.381 -0.216

No. 2
Formula: C47H103N5O7
Source: the Open Molecules 2025 dataset
Level of theory: wB97M-V/def2-TZVPD

Positions of all 162 atoms, in Å:
C: 1.708 3.385 -6.556
O: 1.039 2.986 -5.340
H: 2.770 3.126 -6.584
H: 1.218 2.802 -7.326
H: 1.531 4.418 -6.892
H: 1.717 2.960 -4.661
C: -0.144 0.285 -2.105
O: 0.584 1.529 -2.254
H: -0.613 -0.008 -3.081
H: 0.567 -0.526 -1.873
H: -0.958 0.320 -1.349
H: 0.066 2.343 -2.021
C: 0.851 3.820 0.512
C: 0.009 4.629 -0.549
C: 0.925 5.123 -1.655
C: 0.166 5.808 -2.793
C: -0.906 4.834 -3.315
C: -1.795 4.166 -2.328
N: -0.902 3.629 -1.284
O: -1.634 2.975 -0.297
C: -2.930 5.074 -1.787
C: -2.377 2.979 -3.016
C: -0.721 5.701 0.167
H: 1.638 4.506 0.879
H: 1.340 3.011 0.005
H: 0.320 3.436 1.373
H: 1.705 5.792 -1.303
H: 1.427 4.206 -2.034
H: 0.840 6.107 -3.563
H: -0.266 6.712 -2.347
H: -0.365 4.075 -3.857
H: -1.505 5.328 -4.079
H: -3.210 4.589 -0.830
H: -2.655 6.055 -1.489
H: -3.820 5.106 -2.402
H: -1.604 2.276 -3.311
H: -3.203 2.601 -2.502
H: -2.827 3.287 -4.022
H: -1.356 5.226 0.946
H: -1.223 6.409 -0.447
H: -0.018 6.256 0.774
H: -1.878 3.593 0.448
C: -6.652 -0.464 2.054
C: -5.743 -0.696 0.823
C: -4.640 0.371 0.897
C: -3.402 0.111 -0.036
C: -2.882 -1.283 0.144
C: -3.872 -2.402 0.193
N: -5.036 -2.024 1.082
O: -6.058 -3.023 1.303
C: -4.412 -2.857 -1.200
C: -3.164 -3.624 0.872
C: -6.565 -0.607 -0.466
H: -6.035 -0.619 2.979
H: -7.405 -1.239 2.238
H: -7.191 0.512 1.970
H: -4.960 1.386 0.580
H: -4.327 0.442 1.947
H: -2.646 0.825 0.242
H: -3.683 0.372 -1.043
H: -2.511 -1.296 1.151
H: -2.052 -1.657 -0.486
H: -5.127 -3.639 -1.044
H: -4.831 -2.049 -1.853
H: -3.601 -3.261 -1.804
H: -2.798 -3.300 1.854
H: -3.832 -4.483 1.119
H: -2.344 -4.060 0.226
H: -6.001 -0.251 -1.351
H: -7.483 -0.065 -0.274
H: -6.836 -1.621 -0.762
H: -6.672 -3.039 0.535
C: 5.133 0.740 -4.212
C: 4.804 0.194 -2.751
C: 6.149 -0.385 -2.121
C: 6.023 -0.601 -0.646
C: 5.729 0.725 0.008
C: 4.408 1.335 -0.459
N: 4.542 1.427 -1.923
O: 3.356 2.139 -2.382
C: 3.220 0.608 0.149
C: 4.374 2.836 0.015
C: 3.682 -0.816 -2.759
H: 4.178 1.111 -4.604
H: 5.452 -0.133 -4.797
H: 5.939 1.480 -4.149
H: 6.478 -1.284 -2.671
H: 6.896 0.387 -2.396
H: 6.997 -0.962 -0.353
H: 5.224 -1.301 -0.407
H: 6.471 1.353 -0.401
H: 5.733 0.815 1.113
H: 3.149 -0.433 -0.100
H: 3.172 0.696 1.249
H: 2.232 1.008 -0.174
H: 5.216 3.365 -0.417
H: 3.481 3.351 -0.318
H: 4.497 2.903 1.106
H: 3.478 -1.164 -1.778
H: 4.055 -1.720 -3.282
H: 2.841 -0.409 -3.230
H: 2.537 1.626 -2.388
C: 0.458 -6.332 -0.405
C: 1.344 -5.436 -1.168
C: 0.959 -3.957 -1.260
C: 1.272 -3.122 -0.037
C: 2.808 -3.238 0.252
C: 3.142 -4.654 0.523
N: 2.799 -5.407 -0.709
O: 3.148 -6.800 -0.512
C: 4.700 -4.715 0.649
C: 2.553 -5.131 1.828
C: 1.326 -5.921 -2.615
H: 0.690 -6.361 0.598
H: 0.513 -7.337 -0.814
H: -0.588 -6.034 -0.502
H: 1.492 -3.527 -2.126
H: -0.174 -3.936 -1.488
H: 0.675 -3.352 0.858
H: 1.042 -2.100 -0.326
H: 3.072 -2.502 1.003
H: 3.297 -3.029 -0.714
H: 5.173 -5.699 0.483
H: 5.104 -3.950 -0.097
H: 4.948 -4.386 1.665
H: 2.739 -6.197 2.020
H: 2.805 -4.467 2.723
H: 1.456 -5.080 1.790
H: 1.822 -5.144 -3.218
H: 0.292 -6.066 -2.901
H: 1.792 -6.834 -2.700
H: 4.069 -6.839 -0.839
C: -3.994 1.268 4.868
C: -2.667 0.589 4.962
C: -2.932 -0.881 4.719
C: -1.590 -1.608 4.658
C: -0.734 -1.061 3.612
C: -0.445 0.448 3.793
N: -1.758 1.057 3.902
O: -1.642 2.486 3.962
C: 0.687 0.781 4.816
C: 0.108 0.848 2.467
C: -2.185 0.972 6.449
H: -4.040 2.312 5.186
H: -4.582 0.705 5.606
H: -4.420 1.109 3.874
H: -3.648 -1.322 5.436
H: -3.320 -0.881 3.688
H: -1.711 -2.695 4.572
H: -1.203 -1.517 5.644
H: -1.301 -1.068 2.706
H: 0.105 -1.638 3.528
H: 1.676 0.607 4.380
H: 0.662 1.781 5.267
H: 0.610 0.098 5.659
H: 0.414 1.904 2.682
H: 1.036 0.345 2.149
H: -0.631 0.686 1.660
H: -1.648 1.902 6.520
H: -1.551 0.210 6.840
H: -3.115 1.195 7.035
H: -1.110 2.643 4.733

Calculated values
Kohn-Sham gap: 9.002 eV
Relative energy (zero: lowest compared OMol25 entry of this formula, charge and spin): 195.2 kJ/mol
Charge: 0
Multiplicity: 1

Results of the Mulliken charge analysis, in e, for atoms 1 through 99: -0.766 -0.468 0.285 0.294 0.264 0.177 -0.448 0.503 0.404 -0.393 0.195 -0.115 -1.256 1.511 -0.785 -1.269 -1.449 2.484 0.053 0.258 -1.695 -2.419 -1.598 0.614 -0.515 0.540 0.490 -0.145 0.554 0.411 0.384 0.549 0.259 0.404 0.434 0.253 0.584 0.393 0.216 0.325 0.515 0.146 -1.496 1.568 -0.992 0.045 0.471 1.840 0.274 -0.534 -1.798 -1.366 -1.595 0.197 0.377 0.412 0.671 -0.900 -0.646 0.349 -1.169 0.684 0.467 0.240 0.371 0.099 0.476 0.144 0.253 0.470 0.269 0.378 -2.004 1.698 -1.347 0.157 -1.757 2.621 -0.056 -0.496 -0.624 -1.771 -1.378 0.263 0.417 0.450 0.397 0.371 0.456 -0.164 0.419 0.397 -0.360 0.693 -0.790 0.549 -0.073 0.386 0.023

No. 3
Formula: C47H104N2O14S13
Source: the Open Molecules 2025 dataset
Level of theory: wB97M-V/def2-TZVPD

Positions of all 180 atoms, in Å:
C: -2.335 6.447 -2.160
C: -2.171 5.510 -1.234
C: -2.304 4.050 -0.549
C: -3.357 3.788 0.612
C: -3.520 2.349 1.270
N: -4.476 1.975 2.310
S: -4.191 0.302 2.582
N: -2.908 -0.175 1.510
C: -2.657 1.090 0.819
C: -1.598 1.371 -0.366
C: -0.761 0.050 -0.845
C: -1.562 -0.478 -2.180
O: -1.349 -1.899 -2.446
C: -2.535 -2.298 -3.208
O: -2.856 -1.552 -4.208
C: -3.385 -3.588 -2.732
C: -2.315 -4.771 -2.439
C: -1.409 2.796 -1.036
C: -0.322 3.022 -2.240
C: 1.139 2.829 -1.552
C: 2.124 4.098 -1.702
C: 3.582 3.753 -1.034
C: 3.478 3.246 0.498
C: 2.842 4.341 1.510
C: 2.142 3.695 2.820
C: 3.153 2.915 3.817
C: 2.496 1.570 4.485
C: 3.422 0.244 4.208
H: -2.518 7.254 -2.972
H: -4.070 4.612 1.009
H: 0.322 0.294 -1.145
H: -0.706 -0.757 -0.019
H: -2.693 -0.364 -1.904
H: -1.354 0.221 -3.066
H: -4.182 -3.841 -3.518
H: -3.952 -3.292 -1.755
H: -2.792 -5.770 -2.751
H: -1.341 -4.583 -3.050
H: -2.060 -4.716 -1.316
H: -0.431 4.056 -2.731
H: -0.482 2.199 -3.031
H: 1.027 2.444 -0.461
H: 1.646 1.948 -2.129
H: 1.678 5.091 -1.313
H: 2.344 4.215 -2.843
H: 4.333 4.607 -1.203
H: 3.992 2.847 -1.645
H: 2.881 2.258 0.626
H: 4.545 3.011 0.910
H: 3.677 5.068 1.829
H: 2.026 4.944 0.955
H: 1.681 4.573 3.436
H: 1.259 2.984 2.591
H: 3.407 3.618 4.712
H: 4.137 2.647 3.283
H: 1.430 1.352 4.110
H: 2.427 1.651 5.641
H: 3.716 0.282 3.095
H: 4.378 0.223 4.853
H: 2.846 -0.738 4.442
C: -5.624 -5.263 -0.492
S: -4.224 -5.093 0.638
O: -3.092 -5.899 0.079
C: -4.953 -6.047 1.988
H: -5.373 -4.768 -1.431
H: -5.824 -6.319 -0.684
H: -6.505 -4.787 -0.058
H: -5.195 -7.055 1.645
H: -5.855 -5.546 2.342
H: -4.228 -6.104 2.801
C: -10.265 -6.115 1.999
S: -8.868 -5.945 3.130
O: -7.736 -6.750 2.570
C: -9.597 -6.901 4.479
H: -10.013 -5.618 1.061
H: -10.464 -7.172 1.806
H: -11.147 -5.639 2.431
H: -9.837 -7.909 4.134
H: -10.500 -6.401 4.833
H: -8.872 -6.959 5.292
C: -3.963 -1.747 -6.914
S: -4.747 -0.813 -8.245
O: -5.946 -1.589 -8.692
C: -3.441 -1.084 -9.465
H: -4.630 -1.744 -6.050
H: -3.789 -2.778 -7.232
H: -3.019 -1.274 -6.640
H: -3.298 -2.154 -9.627
H: -2.512 -0.631 -9.111
H: -3.740 -0.612 -10.401
C: 6.265 5.206 -4.832
S: 7.032 4.140 -3.591
O: 6.141 4.136 -2.388
C: 8.421 5.235 -3.228
H: 5.344 4.730 -5.174
H: 6.027 6.178 -4.395
H: 6.942 5.329 -5.679
H: 8.052 6.204 -2.888
H: 9.032 5.359 -4.124
H: 9.022 4.780 -2.441
C: -14.052 -6.235 1.435
S: -13.296 -5.699 -0.116
O: -12.179 -4.765 0.227
C: -14.692 -4.693 -0.671
H: -13.331 -6.854 1.973
H: -14.309 -5.367 2.046
H: -14.945 -6.825 1.223
H: -14.911 -3.919 0.067
H: -15.565 -5.331 -0.817
H: -14.423 -4.225 -1.619
C: 7.240 5.951 1.137
S: 8.501 7.056 0.465
O: 9.212 6.315 -0.625
C: 9.571 7.036 1.922
H: 6.479 5.790 0.371
H: 7.687 4.992 1.408
H: 6.778 6.412 2.013
H: 9.877 6.012 2.146
H: 9.036 7.462 2.772
H: 10.454 7.640 1.709
C: 1.950 6.690 5.597
S: 3.209 7.788 4.912
O: 3.907 7.041 3.820
C: 4.291 7.768 6.360
H: 1.182 6.530 4.838
H: 2.396 5.730 5.867
H: 1.497 7.153 6.476
H: 4.596 6.743 6.584
H: 3.765 8.199 7.214
H: 5.175 8.368 6.138
C: 13.549 5.616 -2.515
S: 12.172 6.168 -3.543
O: 12.748 6.922 -4.700
C: 11.532 7.383 -2.369
H: 14.120 4.871 -3.073
H: 14.199 6.460 -2.273
H: 13.164 5.163 -1.599
H: 12.304 8.120 -2.136
H: 11.211 6.876 -1.458
H: 10.676 7.885 -2.823
C: -12.407 -12.068 5.463
S: -12.057 -10.422 6.120
O: -12.316 -9.437 5.024
C: -10.267 -10.640 6.241
H: -13.479 -12.143 5.273
H: -11.863 -12.222 4.529
H: -12.118 -12.824 6.196
H: -9.854 -10.881 5.260
H: -10.045 -11.441 6.949
H: -9.830 -9.708 6.600
C: 5.139 -3.007 1.382
S: 5.515 -1.373 2.057
O: 5.262 -0.372 0.976
C: 7.303 -1.618 2.162
H: 4.065 -3.065 1.199
H: 5.674 -3.157 0.442
H: 5.423 -3.776 2.104
H: 7.707 -1.852 1.175
H: 7.519 -2.430 2.859
H: 7.756 -0.696 2.529
C: 14.011 2.682 2.135
S: 13.067 3.495 0.827
O: 13.615 4.877 0.670
C: 11.524 3.626 1.757
H: 15.033 2.534 1.781
H: 14.026 3.307 3.030
H: 13.565 1.711 2.360
H: 11.689 4.194 2.676
H: 11.155 2.626 1.995
H: 10.791 4.144 1.137
C: -5.877 -6.677 -6.000
S: -6.172 -5.061 -5.247
O: -6.822 -5.296 -3.920
C: -7.464 -4.545 -6.400
H: -5.121 -7.198 -5.411
H: -6.799 -7.262 -6.004
H: -5.511 -6.545 -7.020
H: -8.289 -5.260 -6.380
H: -7.048 -4.480 -7.408
H: -7.827 -3.563 -6.094

Calculated values
Kohn-Sham gap: 6.954 eV
Charge: 0
Multiplicity: 1

Results of the Mulliken charge analysis, in e, for atoms 1 through 99: -0.182 -0.728 0.648 -0.883 0.438 -0.562 0.174 -0.530 0.394 0.626 -0.504 -0.375 -0.337 0.100 -0.530 0.788 -0.927 0.123 -0.655 -0.021 -0.770 -0.595 -0.227 -0.289 -0.196 -0.344 -0.468 -0.608 0.344 0.314 0.157 0.429 0.339 0.053 -0.380 0.156 0.289 0.378 0.225 0.411 0.105 -0.024 0.242 0.254 0.320 0.136 0.239 0.128 0.398 0.068 0.226 -0.149 0.253 0.148 0.283 0.260 0.293 -0.098 0.264 0.296 -0.518 0.506 -0.661 -0.880 -0.028 0.336 0.368 0.265 0.257 0.408 -1.055 0.487 -0.611 -0.985 0.407 0.398 0.325 0.234 0.391 0.389 -0.812 0.493 -0.622 -0.926 0.232 0.292 0.393 0.291 0.340 0.330 -0.998 0.318 -0.457 -0.850 0.338 0.297 0.387 0.244 0.473